No. 1
Density functional theory data (ωB97M-V with the def2-TZVPD basis set) for a molecular structure, C34H36Cl3HgN4O3S at a distorted geometry.

* ⟨S²⟩: 0.78
* energy above the lowest of the compared OMol25 structures with the same formula, charge and spin: 135.5 kJ/mol
* HOMO-LUMO gap (spin up / spin down): 4.48 / 6.15 eV
* charge: -2
* spin multiplicity: 2

XYZ file:
```
82
Properties=species:S:1:pos:R:3:forces:R:3
Hg -0.63935 -0.15655 -0.23002 -4.2 -1.4 1.7
C 1.42099 3.95107 3.67885 0.1 0.1 0.1
C 1.85918 3.38770 2.47912 0.0 0.1 0.0
C 0.99295 2.68295 1.66989 0.0 0.0 0.0
C -0.36570 2.52476 2.02415 -0.1 0.1 0.1
C -0.79896 3.10031 3.24193 -0.1 0.0 0.0
C 0.08711 3.79200 4.04633 0.1 0.0 0.0
N -1.16848 1.82754 1.16871 -0.1 0.0 0.0
N -2.45764 1.84164 1.44534 0.2 0.4 0.4
C -3.24549 1.02517 0.66810 -0.3 -0.4 -0.3
C -4.63885 1.23806 0.76147 0.2 0.1 0.0
C -5.53028 0.45863 0.05161 -0.1 -0.1 0.0
C -5.06574 -0.55635 -0.77937 0.0 -0.1 -0.1
C -3.69105 -0.77372 -0.88586 -0.2 0.0 -0.1
C -2.77908 -0.02386 -0.16615 0.8 0.1 0.3
H 2.10711 4.49797 4.31612 0.0 0.0 0.0
H 2.89436 3.51093 2.17656 0.0 0.0 0.0
H 1.33049 2.23922 0.73954 0.0 0.0 0.0
H -1.83587 2.97609 3.52090 0.0 0.0 0.0
H -0.26023 4.22297 4.98085 0.0 0.0 0.0
H -4.98140 2.04835 1.39649 0.0 0.0 0.0
H -6.59682 0.64424 0.13519 0.0 0.0 0.0
H -5.75548 -1.18119 -1.33629 0.0 0.0 0.0
H -3.34561 -1.55906 -1.55188 0.1 0.0 0.1
Cl -4.56428 0.26406 -6.78251 -0.1 0.1 -0.1
C -3.44042 -0.22499 -5.53474 0.1 0.0 0.1
C -2.79935 0.73713 -4.77061 0.0 -0.1 -0.1
C -1.89235 0.34691 -3.80994 0.1 -0.1 0.1
Cl -1.09051 1.56719 -2.86830 -0.3 0.4 -0.3
C -1.57273 -1.02295 -3.51140 -0.7 -0.2 -0.2
O -0.74955 -1.39603 -2.63342 -1.0 -0.5 0.3
C -2.29980 -1.93869 -4.34185 0.0 0.1 0.0
Cl -2.02868 -3.63597 -4.06051 0.0 -0.1 0.0
C -3.19322 -1.57117 -5.32618 0.0 0.1 0.1
H -3.00491 1.78818 -4.91987 0.0 0.0 0.0
H -3.69386 -2.32365 -5.91950 0.0 0.0 0.0
C 5.02517 1.47707 0.88138 0.0 -0.1 0.1
C 5.06207 -0.02084 1.19352 0.0 0.1 -0.2
N 3.80948 -0.56107 1.69595 -0.2 0.2 -0.3
C 3.66747 -0.74455 3.13088 -0.1 0.1 0.1
C 3.27077 0.53211 3.87051 0.0 -0.2 -0.1
C 2.74705 -0.67496 0.83641 -0.4 -0.2 0.9
S 1.24359 -1.23916 1.40985 0.1 -0.3 0.5
N 2.99846 -0.42996 -0.43562 0.2 0.4 -1.0
C 2.07857 -0.03456 -1.31947 1.3 -0.7 0.0
O 0.99260 0.51427 -1.06654 3.2 1.6 -1.8
C 2.45519 -0.23167 -2.76007 0.0 0.3 -0.1
C 3.77907 -0.19717 -3.18452 0.1 -0.1 0.1
C 4.08091 -0.30425 -4.53407 0.1 0.0 0.0
C 3.06209 -0.46201 -5.46449 -0.1 -0.1 0.0
C 1.74030 -0.51667 -5.04032 0.3 0.0 -0.1
C 1.43588 -0.39370 -3.69358 0.3 0.5 -0.3
H 5.99902 1.80896 0.51245 0.0 0.0 0.0
H 4.76529 2.05388 1.76938 0.0 0.0 0.0
H 4.27410 1.66880 0.11745 0.0 0.0 0.0
H 5.82968 -0.22418 1.94431 0.0 0.0 0.0
H 5.31645 -0.56262 0.27952 0.0 0.0 0.0
H 4.61830 -1.12708 3.51659 0.0 0.0 -0.1
H 2.90339 -1.50100 3.29064 0.0 -0.1 0.0
H 4.05084 1.29172 3.79002 0.0 0.0 0.0
H 3.10269 0.32236 4.92921 0.0 0.0 0.0
H 2.34797 0.92901 3.44674 0.0 0.0 0.0
H 4.56118 -0.07898 -2.44600 0.0 0.0 0.0
H 5.11226 -0.26228 -4.86639 0.0 0.0 0.0
H 3.29878 -0.54335 -6.51951 0.0 0.0 0.0
H 0.94499 -0.65073 -5.76339 -0.1 0.0 0.0
H 0.41160 -0.43985 -3.34275 0.9 0.1 -0.1
C -2.05672 -3.81380 0.47911 0.0 0.2 0.1
C -2.77324 -3.06605 1.58428 -0.1 -0.1 0.0
O -1.82751 -2.33263 2.32653 0.2 0.0 0.0
C -2.42206 -1.45310 3.25329 -0.1 0.1 0.1
C -1.33737 -0.67272 3.96621 0.0 -0.1 -0.2
H -2.76752 -4.41714 -0.08757 0.0 0.0 0.0
H -1.27940 -4.45435 0.89883 0.0 -0.1 0.0
H -1.58180 -3.10470 -0.20137 0.0 0.0 0.0
H -3.29843 -3.76930 2.25534 0.0 0.0 0.0
H -3.52391 -2.38983 1.15863 0.0 0.0 0.0
H -3.02426 -2.03176 3.97642 0.0 0.0 0.0
H -3.09880 -0.76338 2.73193 0.0 0.0 0.0
H -0.64910 -1.35355 4.47128 0.0 0.0 0.0
H -1.78296 0.00607 4.69490 0.0 0.0 0.0
H -0.76865 -0.09020 3.24139 0.0 0.1 0.1
```
Positions in Å, forces in eV/Å.

No. 2
Density functional theory data (ωB97M-V with the def2-TZVPD basis set) for a molecular structure, C22H28N3OPPtSSe2 at a distorted geometry.

* energy above the lowest of the compared OMol25 structures with the same formula, charge and spin: 199.1 kJ/mol
* HOMO-LUMO gap: 5.92 eV

XYZ file:
```
59
Properties=species:S:1:pos:R:3:forces:R:3
Pt -0.00150 0.22638 0.34901 -1.0 0.8 1.7
Se -2.04284 0.27222 -1.43034 1.6 0.0 1.1
P -2.91803 1.55321 0.09103 -0.6 0.4 0.2
Se -1.41402 1.80763 1.65377 0.1 -0.3 -0.8
C -3.21806 3.20141 -0.64678 -0.1 -0.2 0.0
C -2.06003 3.78151 -1.17043 0.1 0.0 0.0
C -2.10281 5.03216 -1.75696 0.0 0.0 0.0
C -3.30382 5.72547 -1.83019 0.0 0.0 0.0
C -4.45402 5.15962 -1.30884 0.0 0.1 0.0
C -4.41566 3.90224 -0.72115 0.0 0.0 0.0
C -4.36970 0.71465 0.83693 0.1 0.1 -0.1
C -4.04710 -0.51893 1.40856 0.0 -0.1 0.0
C -5.01791 -1.29320 2.01501 0.0 0.0 0.0
C -6.33368 -0.84960 2.05875 0.0 0.0 0.0
C -6.66133 0.37230 1.49896 -0.1 0.0 0.0
C -5.68689 1.15296 0.88999 0.0 0.0 0.0
H -1.12096 3.24443 -1.11554 0.0 0.0 0.0
H -1.19689 5.47006 -2.15423 0.0 0.0 0.0
H -3.34095 6.70404 -2.29043 0.0 0.0 0.0
H -5.39262 5.69668 -1.35085 0.0 0.0 0.0
H -5.33126 3.49277 -0.33165 0.0 0.1 0.0
H -3.02035 -0.86571 1.36669 0.0 0.0 0.0
H -4.75356 -2.24614 2.45506 0.0 0.0 0.0
H -7.09785 -1.45492 2.52829 0.0 0.0 0.0
H -7.68187 0.73052 1.53358 0.0 0.0 0.0
H -5.98378 2.09650 0.46648 0.0 -0.1 0.0
C 1.27201 -1.57238 -3.18917 0.0 -0.1 0.0
O 0.25150 -1.07759 -2.33058 0.0 -0.3 -0.7
H 0.85101 -2.01845 -4.09629 0.0 0.0 0.0
H 1.89779 -2.31153 -2.68039 0.0 0.1 0.0
H 1.89295 -0.72335 -3.46723 0.0 0.0 0.0
H -0.20888 -1.82839 -1.94263 0.1 0.0 0.1
C 0.58383 -3.22563 0.48791 0.2 0.1 -0.2
C 1.77034 -2.32686 0.30459 -0.3 0.0 -0.1
C 3.10780 -2.62277 0.16769 0.0 0.0 0.1
C 3.77947 -1.39614 -0.09846 0.0 0.0 0.0
C 2.82559 -0.40755 -0.11830 -0.2 -0.2 -0.2
C 2.94654 1.05757 -0.39728 0.1 -0.2 0.1
N 1.59411 -0.97670 0.14265 0.4 0.1 -0.7
H 0.81989 -4.06434 1.14479 0.0 0.0 -0.1
H 0.25182 -3.64449 -0.46811 -0.1 -0.1 0.0
H -0.24734 -2.65342 0.90757 0.0 -0.1 0.0
H 3.56168 -3.60019 0.23405 0.0 0.0 0.0
H 4.84091 -1.27206 -0.24649 0.0 0.1 0.0
H 3.95276 1.30218 -0.73745 0.0 0.0 0.0
H 2.74095 1.64047 0.50290 0.0 0.1 0.0
H 2.23385 1.35400 -1.17263 0.0 0.1 0.0
S 1.44779 0.81576 2.93328 -0.2 0.4 -0.9
C 0.66635 -0.57351 3.43381 -0.1 -0.6 0.4
N 1.18790 -1.80966 3.40609 -0.2 0.1 0.0
C 0.25992 -2.82122 3.89110 0.0 -0.1 0.1
C -0.97518 -1.98784 4.29888 0.0 0.0 0.0
N -0.54344 -0.62832 4.01662 0.1 -0.1 0.0
H 1.98937 -2.02375 2.83111 0.0 0.1 -0.1
H 0.68663 -3.35360 4.74238 0.0 0.0 0.0
H 0.02386 -3.54910 3.11376 0.0 0.1 0.1
H -1.21026 -2.10414 5.35747 0.0 0.0 0.0
H -1.86030 -2.25403 3.71642 0.0 0.0 0.0
H -1.16381 0.16236 3.98200 0.0 0.1 0.0
```
Positions in Å, forces in eV/Å.

No. 3
Density functional theory data (ωB97M-V with the def2-TZVPD basis set) for 2 unconnected molecules or ions with the total composition C3H5NO at a distorted geometry.

* energy above the lowest of the compared OMol25 structures with the same formula, charge and spin: 466.9 kJ/mol
* HOMO-LUMO gap: 10.05 eV

XYZ file:
```
10
Properties=species:S:1:pos:R:3:forces:R:3
C 0.87714 0.82399 0.02676 2.4 -0.6 0.3
C -1.32203 -0.63161 -0.26017 1.3 -1.7 -2.2
C -0.41018 0.25014 0.37598 -0.6 3.6 5.9
N 1.60304 -0.10869 -0.42362 -0.5 -0.6 -0.5
O -1.53688 0.74960 -0.18133 -1.7 1.4 -0.4
H 1.30899 1.85838 0.31579 -1.4 -1.4 -0.5
H -0.95658 -0.91237 -1.29656 -0.9 -0.3 1.3
H -1.93621 -1.29293 0.33039 -0.2 -0.1 -0.1
H -0.50134 0.56822 2.02300 0.3 -1.2 -3.7
H 2.54467 0.07007 -0.66294 1.3 0.8 -0.1
```
Positions in Å, forces in eV/Å.

No. 4
Density functional theory data (ωB97M-V with the def2-TZVPD basis set) for a molecular structure, C41H44N6O4PSiTi.

* ⟨S²⟩: 0.80
* HOMO-LUMO gap (spin up / spin down): 7.65 / 6.27 eV
* charge: +2
* spin multiplicity: 2

XYZ file:
```
98
Properties=species:S:1:pos:R:3:forces:R:3
Ti 0.38775 0.58211 0.45735 0.3 -0.3 0.6
N -0.59460 -3.78556 0.95690 0.0 0.0 0.0
C -0.17233 -2.65632 0.39979 0.0 -0.1 0.0
N -0.01769 -1.53957 1.02731 0.1 0.3 0.1
C -0.32636 -1.44124 2.43258 0.0 0.0 -0.1
N 0.82951 -0.87637 3.15162 0.1 0.0 0.0
N 1.39938 -0.00644 2.40088 -0.1 0.0 -0.1
C 2.40346 0.69543 2.91664 0.0 0.0 0.0
C 2.96628 1.70182 2.06271 0.0 0.0 -0.1
C 4.01092 2.52745 2.46488 0.0 0.0 0.0
C 4.48306 3.48149 1.57506 0.0 0.0 0.0
C 3.89235 3.58252 0.32641 0.0 0.0 0.0
C 2.84221 2.72544 0.00606 0.0 0.0 0.0
N 2.39280 1.79978 0.83885 0.1 -0.1 0.2
C -0.80348 -2.69453 3.08422 0.0 0.0 0.0
C -1.12784 -2.73034 4.43651 0.0 0.0 0.0
C -1.59913 -3.89993 5.00262 0.0 0.0 0.0
C -1.74124 -5.04375 4.22154 0.0 0.0 0.0
C -1.41388 -5.02386 2.87847 0.0 0.0 0.0
C -0.94774 -3.84294 2.31753 0.0 0.0 0.0
H -0.69876 -4.60850 0.38510 0.0 0.0 0.0
H 0.07830 -2.69972 -0.65490 0.0 0.0 0.0
H 2.74842 0.50781 3.92688 0.0 0.0 0.0
H 4.43154 2.42380 3.45585 0.0 0.0 0.0
H 5.29339 4.14012 1.85643 0.0 0.0 0.0
H 4.22565 4.31715 -0.39298 0.0 0.0 0.0
H 2.33735 2.79696 -0.95071 0.0 0.0 0.0
H -1.00956 -1.83692 5.03498 0.0 0.0 0.0
H -1.85374 -3.92788 6.05263 0.0 0.0 0.0
H -2.10575 -5.95934 4.66672 0.0 0.0 0.0
H -1.51572 -5.91447 2.27053 0.0 0.0 0.0
C 5.23513 -2.13073 -0.41755 0.0 0.0 0.0
C 3.70150 -2.03536 -0.41950 0.1 0.0 0.0
C 3.23527 -2.47384 0.96268 -0.1 -0.1 0.0
C 3.28703 -0.60190 -0.78963 -0.1 0.1 0.0
C 3.95140 -0.14414 -2.09408 0.0 0.0 0.0
O 2.85325 0.08863 -2.99128 0.0 -0.2 0.0
C 1.72126 -0.17494 -2.35988 -0.1 0.1 0.3
N 1.81339 -0.39454 -1.07490 0.0 0.0 -0.2
C 0.56945 -0.26851 -3.29388 0.0 0.0 0.0
C 0.91776 -0.38679 -4.64562 0.0 0.0 -0.1
C -0.04346 -0.58257 -5.62084 0.0 0.0 0.0
C -1.38060 -0.64981 -5.26791 0.0 0.0 0.0
C -1.73836 -0.51120 -3.93832 0.0 0.0 0.0
C -0.78367 -0.33444 -2.93899 0.0 0.0 0.0
P -1.42969 0.02113 -1.27552 0.0 0.1 -0.2
C -2.51846 1.41342 -1.69305 0.1 0.0 0.1
C -3.90164 1.34444 -1.59112 0.0 0.0 0.0
C -4.67862 2.42011 -2.00715 0.0 0.0 0.0
C -4.07834 3.55317 -2.53040 0.0 0.0 0.0
C -2.69227 3.62123 -2.63822 0.0 0.0 0.0
C -1.91454 2.55835 -2.21612 0.0 0.0 -0.1
C -2.51819 -1.35596 -0.83950 -0.1 -0.1 -0.1
C -2.62100 -2.51104 -1.61542 0.0 0.0 0.1
C -3.44278 -3.55317 -1.20585 0.0 0.0 0.0
C -4.15608 -3.45171 -0.02006 0.0 0.0 0.0
C -4.05635 -2.30339 0.75531 0.0 0.0 0.0
C -3.24323 -1.25662 0.34940 0.0 -0.1 0.0
H 5.53621 -3.12049 -0.07776 0.0 0.0 0.0
H 5.65722 -1.40612 0.28472 0.0 0.0 0.0
H 5.70437 -1.97516 -1.38659 0.0 0.0 0.0
H 3.29849 -2.71485 -1.18013 0.0 0.0 0.0
H 3.69672 -1.85235 1.73411 0.0 0.0 0.0
H 3.55660 -3.49905 1.14602 0.0 0.0 0.0
H 2.16058 -2.43202 1.09339 0.0 0.0 0.0
H 3.57609 0.03619 0.03737 0.1 0.1 0.1
H 4.55050 -0.92229 -2.55567 0.1 0.0 0.0
H 4.54044 0.76806 -2.02059 -0.1 0.0 0.0
H 1.95509 -0.33436 -4.93614 0.0 0.0 0.0
H 0.25640 -0.67631 -6.65534 0.0 0.0 0.0
H -2.14282 -0.78929 -6.02249 0.0 0.0 0.0
H -2.78704 -0.51231 -3.66793 0.0 0.0 0.0
H -4.38299 0.46068 -1.19469 0.0 0.0 0.0
H -5.75567 2.36478 -1.92415 0.0 0.0 0.0
H -4.68725 4.38448 -2.85940 0.0 0.0 0.0
H -2.22385 4.50249 -3.05667 0.0 0.0 0.0
H -0.83526 2.61627 -2.30257 0.0 0.0 0.0
H -2.06770 -2.60704 -2.53991 0.0 0.0 0.0
H -3.53243 -4.43889 -1.82173 0.0 0.0 0.0
H -4.79998 -4.26219 0.29549 0.0 0.0 0.0
H -4.61605 -2.21889 1.67742 0.0 0.0 0.0
H -3.16710 -0.36698 0.96041 0.0 0.0 0.0
O -1.02048 0.63930 1.73379 0.0 0.0 0.0
O -1.33657 -0.44959 2.57768 0.0 0.0 0.0
C -2.58768 3.51709 1.00573 0.0 0.0 0.0
Si -0.74726 3.66235 0.90999 0.1 -0.1 0.0
C 0.01879 3.73956 2.60717 0.1 0.0 0.0
C -0.15597 5.06567 -0.15609 0.0 0.0 0.0
O -0.06898 2.24865 0.19920 -0.3 0.3 -0.3
H -2.98805 4.38441 1.53752 0.0 0.0 0.0
H -2.86920 2.62479 1.56789 0.0 0.0 0.0
H -3.06210 3.48086 0.02610 0.0 0.0 0.1
H -0.38664 4.57229 3.18518 0.0 0.0 0.0
H 1.10132 3.88615 2.54569 0.0 0.0 0.0
H -0.18437 2.82083 3.16121 0.0 0.0 0.0
H -0.29808 6.01810 0.35931 0.0 0.0 0.0
H -0.69784 5.11866 -1.10140 0.0 0.0 0.0
H 0.90978 4.97257 -0.37718 0.0 0.0 0.0
```
Positions in Å, forces in eV/Å.